Formula: H4NOP2
Source: the OMol25 dataset
Level of theory: the ωB97M-V functional and the def2-TZVPD basis

Structure (ORCA input):
```
! wB97M-V def2-TZVPD RIJCOSX def2/J DEFGRID3
* xyz -1 1
O 2.66042 0.14561 0.08890
P 1.14026 -0.00622 0.06115
N -0.24216 -1.47131 0.02014
P -1.66985 -0.72616 0.08533
H 0.71759 0.62512 1.23638
H 0.64878 0.61724 -1.04739
H -1.39731 0.67234 0.70917
H -1.85773 0.14338 -1.15368
*
```

## Properties
ΔE to the lowest compared entry with this formula, charge and spin	163.3	kJ/mol
gap between HOMO and LUMO	8.0	eV

Formula: C22H23NO5
Source: the OMol25 dataset
Level of theory: the ωB97M-V functional and the def2-TZVPD basis

Structure (ORCA input):
```
! wB97M-V def2-TZVPD RIJCOSX def2/J DEFGRID3
* xyz 0 1
C -6.98417 -2.66682 0.38097
C -5.77811 -2.08036 -0.33584
O -4.67220 -2.17208 0.53995
C -3.45646 -1.73586 0.11577
C -3.19769 -1.15661 -1.12232
C -1.91355 -0.74844 -1.43801
C -0.86462 -0.89960 -0.54285
C 0.50718 -0.39399 -0.92389
N 1.57012 -1.07301 -0.20844
C 2.44389 -1.90106 -0.82410
O 2.38654 -2.19151 -2.00425
C 3.48614 -2.43659 0.06922
C 4.51504 -3.29806 -0.20798
C 5.21438 -3.48108 1.00459
C 4.56408 -2.72152 1.92933
O 3.52012 -2.08568 1.37926
C 0.65503 1.10095 -0.71420
C 1.74561 1.75931 -1.26167
C 1.91014 3.11074 -1.04358
C 1.00561 3.85123 -0.28522
O 1.32878 5.17032 -0.17370
C 0.46537 6.09212 0.45165
C -0.10016 3.18626 0.27551
O -0.99285 3.91100 1.02971
C -2.13599 3.26480 1.52970
C -0.24688 1.82273 0.05327
C -1.13000 -1.47883 0.69300
C -2.40433 -1.89288 1.01872
H -7.85820 -2.61464 -0.26183
H -6.79212 -3.70426 0.64024
H -7.17838 -2.11229 1.29497
H -5.57579 -2.64118 -1.25890
H -5.96692 -1.02941 -0.59755
H -3.98340 -1.02197 -1.84894
H -1.72510 -0.29936 -2.40218
H 0.68498 -0.62681 -1.98211
H 1.72628 -0.82562 0.75566
H 4.72732 -3.73387 -1.16180
H 6.07886 -4.09136 1.16622
H 4.74231 -2.55651 2.97396
H 2.46097 1.21457 -1.85866
H 2.75006 3.64167 -1.46251
H 0.95564 7.05920 0.33840
H 0.33535 5.87208 1.51308
H -0.51294 6.12235 -0.03279
H -2.70494 4.04079 2.04046
H -2.74503 2.83842 0.72597
H -1.87809 2.47753 2.24564
H -1.08680 1.30135 0.48224
H -0.33548 -1.61626 1.41087
H -2.61449 -2.34617 1.97474
*
```

## Properties
ΔE to the lowest compared entry with this formula, charge and spin	232.2	kJ/mol
gap between HOMO and LUMO	8.6	eV

Formula: C43H42N5P2SW
Source: the OMol25 dataset
Level of theory: the ωB97M-V functional and the def2-TZVPD basis

Structure (ORCA input):
```
! wB97M-V def2-TZVPD RIJCOSX def2/J DEFGRID3
* xyz 1 1
W 0.13242 -0.04032 -0.01437
C 1.70982 0.92938 4.28841
C 0.77040 1.44877 3.23951
C -0.59648 1.56676 3.49743
C -1.47943 1.97045 2.51268
C -1.01440 2.28233 1.23928
C 0.36678 2.26733 0.97989
C 1.24277 1.82857 1.98897
H 1.76483 -0.16077 4.24065
H 1.37603 1.20159 5.28894
H 2.71952 1.31130 4.14437
H -0.96703 1.32988 4.48801
H -2.53534 2.05897 2.72781
H -1.69693 2.63481 0.47710
H 0.75552 2.72875 0.07751
H 2.30848 1.80920 1.79518
C -2.50421 -7.02850 0.47647
S -1.72580 -6.96428 -1.15126
C -2.87019 -5.88572 -2.05597
C -2.41765 -4.43079 -2.17097
C -2.28732 -3.77754 -0.80900
N -1.67572 -2.43488 -0.80939
P -1.84246 -1.35446 0.50346
C -2.02612 -2.26381 2.04935
C -3.18430 -2.98455 2.35399
C -3.25916 -3.69807 3.53739
C -2.18999 -3.68930 4.42722
C -1.05238 -2.95074 4.14391
C -0.97246 -2.23517 2.95758
C -3.40860 -0.48382 0.24817
C -4.11119 0.03541 1.33331
C -5.25397 0.79049 1.12018
C -5.69854 1.02912 -0.17316
C -5.00728 0.50375 -1.25655
C -3.86481 -0.25155 -1.04840
P -0.21168 -1.92280 -1.53207
C -0.38531 -1.52872 -3.27938
C 0.70924 -0.86792 -3.84620
C 0.67427 -0.47068 -5.17048
C -0.46177 -0.70580 -5.93603
C -1.55445 -1.34287 -5.37353
C -1.51898 -1.75519 -4.04690
C 0.85931 -3.37973 -1.43821
C 0.97663 -4.03153 -0.21060
C 1.80283 -5.13351 -0.08349
C 2.52007 -5.59304 -1.18021
C 2.40514 -4.95255 -2.40439
C 1.57631 -3.84817 -2.53683
H -1.93664 -7.74900 1.06311
H -3.53061 -7.38496 0.39912
H -2.48618 -6.06984 0.99597
H -3.85542 -5.95979 -1.59037
H -2.96573 -6.30672 -3.05638
H -3.14625 -3.89457 -2.78273
H -1.45563 -4.40190 -2.69016
H -1.68039 -4.43101 -0.17640
H -3.27359 -3.69235 -0.34804
H -4.03263 -2.96969 1.68096
H -4.15627 -4.25501 3.77316
H -2.25456 -4.24961 5.35059
H -0.23116 -2.92426 4.84889
H -0.10883 -1.62404 2.72635
H -3.77169 -0.15913 2.34349
H -5.80252 1.18765 1.96426
H -6.58884 1.62159 -0.33686
H -5.35383 0.68717 -2.26483
H -3.31974 -0.65196 -1.89495
H 1.58648 -0.65452 -3.24307
H 1.51922 0.05000 -5.60016
H -0.50146 -0.35805 -6.95872
H -2.44777 -1.50947 -5.96069
H -2.38961 -2.22515 -3.61469
H 0.42557 -3.67240 0.65375
H 1.89103 -5.63306 0.87229
H 3.16459 -6.45652 -1.08111
H 2.95679 -5.31540 -3.26149
H 1.48290 -3.35953 -3.49731
N 1.45084 -0.89050 0.75491
C 2.51002 -1.72704 1.04167
C 2.63355 -2.34162 2.29108
C 3.68202 -3.21159 2.53257
C 4.61627 -3.48045 1.54179
C 4.50236 -2.86760 0.30187
C 3.46096 -1.99190 0.05082
H 1.90204 -2.14694 3.06329
H 3.77167 -3.68623 3.50121
H 5.43338 -4.16176 1.73757
H 5.22898 -3.07402 -0.47299
H 3.35765 -1.51936 -0.91806
N -0.85349 0.98391 -1.55354
C -1.28143 1.54578 -2.50234
N -1.87223 2.14601 -3.42273
C -1.47304 2.23854 -4.68274
N -1.19188 2.33995 -5.79716
*
```

## Properties
ΔE to the lowest compared entry with this formula, charge and spin	0.9	kJ/mol
gap between HOMO and LUMO	7.0	eV

| no. | E_HOMO (eV) | total energy (eV) |
| --- | --- | --- |
| 1 | -3.5 | -22179.5578 |
| 2 | -7.9 | -34913.7161 |
| 3 | -10.5 | -83957.4933 |